Record 1
Density functional theory data (ωB97M-V/def2-TZVPD) for C36H51MnN9PSSi2 as an isolated structure.

Last column: Löwdin spin population.
CARTESIAN COORDINATES (ANGSTROEM)
1 Mn 0.34 -0.89 0.78  3.670
2 C 2.78 -2.87 3.80  0.003
3 Si 3.01 -1.84 2.27  0.013
4 C 4.70 -1.04 2.28  0.001
5 C 2.92 -3.00 0.78  0.010
6 N 1.73 -0.68 2.11  0.044
7 C 1.56 0.43 2.94  0.006
8 C 2.40 0.75 4.00  0.009
9 C 2.19 1.89 4.78  0.005
10 C 1.13 2.72 4.48  0.011
11 C 0.27 2.41 3.43  0.007
12 C 0.45 1.26 2.65  0.013
13 N -0.39 0.86 1.61  0.113
14 Si -1.92 1.61 1.34  0.020
15 C -1.82 3.33 0.63  0.003
16 C -2.91 1.70 2.95  0.003
17 C -2.90 0.54 0.14  0.004
18 H 3.65 -3.52 3.98  0.000
19 H 1.90 -3.51 3.70  0.000
20 H 2.64 -2.25 4.69  0.000
21 H 5.42 -1.66 1.73  0.000
22 H 5.09 -0.90 3.29  0.000
23 H 4.66 -0.06 1.80  0.000
24 H 3.02 -4.04 1.11  0.001
25 H 3.73 -2.80 0.08  0.000
26 H 1.99 -2.93 0.21  0.004
27 H 3.23 0.10 4.23  0.001
28 H 2.86 2.11 5.60  0.000
29 H 0.96 3.62 5.07  0.001
30 H -0.55 3.07 3.21  0.000
31 H -1.38 4.05 1.33  0.000
32 H -2.82 3.68 0.37  0.000
33 H -1.21 3.34 -0.28  0.000
34 H -2.29 1.44 3.82  0.000
35 H -3.76 1.02 2.93  0.000
36 H -3.30 2.70 3.13  0.000
37 H -3.20 1.11 -0.75  0.000
38 H -3.82 0.16 0.60  0.000
39 H -2.32 -0.31 -0.21  0.003
40 C 2.62 0.79 -0.42  0.000
41 N 1.58 -0.22 -0.65  -0.031
42 C 1.49 -0.86 -1.76  0.020
43 C 0.44 -1.83 -1.88  0.006
44 C 0.04 -2.69 -2.88  0.021
45 C -1.08 -3.38 -2.38  0.008
46 C -1.30 -2.89 -1.09  0.020
47 N -0.38 -1.95 -0.78  0.000
48 C 2.69 1.84 -1.50  0.000
49 C 1.85 2.96 -1.43  0.000
50 C 1.90 3.94 -2.41  0.000
51 C 2.77 3.81 -3.48  0.000
52 C 3.60 2.70 -3.57  0.000
53 C 3.56 1.73 -2.58  0.000
54 H 3.59 0.30 -0.30  0.000
55 H 2.37 1.27 0.53  0.000
56 H 2.16 -0.67 -2.58  -0.001
57 H 0.50 -2.81 -3.85  0.001
58 H -1.67 -4.13 -2.88  0.000
59 H -2.08 -3.17 -0.40  0.001
60 H 1.17 3.04 -0.59  0.000
61 H 1.25 4.80 -2.33  0.000
62 H 2.82 4.58 -4.24  0.000
63 H 4.29 2.60 -4.40  0.000
64 H 4.23 0.87 -2.64  0.000
65 N -3.22 -4.30 5.81  0.000
66 C -2.53 -4.87 4.82  0.000
67 S -2.39 -6.50 4.66  0.001
68 C -1.89 -3.90 3.85  0.002
69 C -1.07 -4.38 2.83  -0.001
70 C -0.46 -3.49 1.97  0.005
71 N -0.63 -2.16 2.07  -0.002
72 C -1.42 -1.69 3.03  0.004
73 C -2.06 -2.53 3.93  -0.001
74 H -3.62 -4.92 6.51  0.000
75 H -3.20 -3.32 6.00  0.000
76 H -0.91 -5.44 2.72  0.000
77 H 0.19 -3.84 1.18  0.001
78 H -1.52 -0.62 3.08  0.000
79 H -2.69 -2.06 4.67  0.000
80 C -3.37 1.89 -4.63  0.000
81 N -2.90 0.51 -4.74  0.000
82 C -1.85 0.45 -5.75  0.000
83 N -0.74 1.37 -5.51  0.000
84 C -1.27 2.72 -5.37  0.000
85 N -2.30 2.85 -4.34  0.000
86 C -1.74 2.64 -3.01  0.000
87 P -0.98 0.95 -2.73  0.001
88 C -2.42 0.00 -3.45  0.000
89 C 0.02 0.97 -4.31  0.000
90 H -4.13 1.95 -3.85  0.000
91 H -3.82 2.17 -5.58  0.000
92 H -2.30 0.71 -6.72  0.000
93 H -1.47 -0.57 -5.81  0.000
94 H -1.71 3.01 -6.33  0.000
95 H -0.45 3.40 -5.14  0.000
96 H -2.51 2.81 -2.26  0.000
97 H -0.96 3.39 -2.84  0.000
98 H -3.24 0.02 -2.73  0.000
99 H -2.13 -1.05 -3.56  0.000
100 H 0.42 -0.03 -4.48  0.000
101 H 0.86 1.65 -4.18  0.000

Output
**Frontier orbital gap (alpha / beta)**: 5.460 / 5.552 eV
**Calculated total energy**: -118774.54630 eV
**<S²>**: 6.0512
**Multiplicity**: 5
**LUMO (alpha / beta)**: -1.07 / -1.17 eV

Record 2
Density functional theory data (ωB97M-V/def2-TZVPD) for a 4-piece molecular cluster, C5H14O3 overall at a distorted geometry.

Last column: natural (NBO) charge in e.
CARTESIAN COORDINATES (ANGSTROEM)
1 C 1.07 -0.78 -0.19  -0.620
2 C -0.29 -0.26 0.21  0.130
3 C -1.30 0.21 -0.84  -0.590
4 C -0.35 0.43 1.54  -0.338
5 C -0.85 -1.02 1.38  -0.356
6 H 0.98 -1.33 -1.09  0.239
7 H 1.49 -1.48 0.53  0.208
8 H 1.78 -0.05 -0.28  0.299
9 H -2.11 0.90 -0.46  0.234
10 H -1.76 -0.69 -1.23  0.336
11 H 0.59 0.60 2.01  0.279
12 H -0.99 1.29 1.57  0.238
13 H -0.47 -2.05 1.48  0.270
14 H 1.33 2.18 -2.12  0.462
15 H -0.72 0.54 -1.72  0.309
16 O 1.24 1.51 -1.44  -0.981
17 H 1.36 2.01 -0.43  0.498
18 H 2.24 2.80 1.15  0.450
19 O 1.68 2.04 0.88  -1.000
20 H -1.95 -1.06 1.34  0.224
21 H -1.65 -3.31 -1.33  0.443
22 O -1.32 -2.47 -0.95  -0.732

Output
**Energy above the lowest of the compared OMol25 structures with the same formula, charge and spin**: 10.023 eV
**Frontier orbital gap**: 3.571 eV
**Calculated total energy**: -11544.10055 eV
**LUMO**: -5.10 eV

Record 3
Density functional theory data (ωB97M-V/def2-TZVPD) for a 2-piece molecular cluster, C3H3NO2 overall at a distorted geometry.

Last column: natural (NBO) charge in e.
CARTESIAN COORDINATES (ANGSTROEM)
1 C -0.32 1.51 0.18  -0.204
2 C 0.61 0.71 -0.33  -0.385
3 C 1.53 -0.16 -0.06  0.631
4 O 2.38 -0.98 -0.12  -0.443
5 H -1.31 1.75 -0.21  0.211
6 H 0.01 2.16 1.05  0.200
7 N -1.09 -1.96 -0.54  0.007
8 O -1.58 -1.84 0.56  -0.271
9 H -0.24 -1.18 -0.54  0.255

Output
**Energy above the lowest of the compared OMol25 structures with the same formula, charge and spin**: 6.439 eV
**Frontier orbital gap**: 7.617 eV
**Calculated total energy**: -8738.69210 eV
**SMILES**: C=C=C=O.N=O
**LUMO**: -1.27 eV

Record 4
Density functional theory data (ωB97M-V/def2-TZVPD) for an isolated molecule of C35H34N2O8 at a distorted geometry.

Last column: natural (NBO) charge in e.
CARTESIAN COORDINATES (ANGSTROEM)
1 O -0.99 2.13 -0.99  -0.636
2 C -1.54 1.26 -0.33  0.649
3 C -1.08 1.00 1.08  0.199
4 C -0.75 2.03 1.85  -0.209
5 C -0.39 1.91 3.30  -0.284
6 C 0.93 2.61 3.57  -0.193
7 C 2.12 2.09 3.24  0.206
8 O 3.31 2.69 3.43  -0.442
9 C 3.32 3.92 3.99  0.387
10 C 4.56 4.54 4.17  -0.275
11 C 4.63 5.79 4.74  -0.173
12 C 3.47 6.45 5.13  -0.232
13 C 2.24 5.85 4.96  -0.137
14 C 2.15 4.57 4.38  -0.226
15 C 0.84 3.93 4.20  0.523
16 O -0.21 4.44 4.55  -0.585
17 C -0.47 0.44 3.76  -0.423
18 C -0.23 -0.56 2.63  0.388
19 O 1.13 -0.61 2.34  -0.556
20 C 1.52 -1.57 1.37  -0.071
21 C 1.29 -1.10 -0.04  -0.060
22 C 0.69 -1.92 -0.98  -0.235
23 C 0.48 -1.46 -2.27  -0.172
24 C 0.85 -0.17 -2.64  -0.069
25 C 0.59 0.36 -4.02  -0.080
26 O 0.18 -0.61 -4.96  -0.711
27 C 1.46 0.64 -1.69  -0.168
28 C 1.68 0.19 -0.41  -0.207
29 O -1.02 -0.31 1.49  -0.534
30 N -2.60 0.58 -0.79  -0.425
31 C -3.37 -0.45 -0.13  -0.214
32 C -3.25 -1.75 -0.93  -0.238
33 N -3.78 -1.53 -2.26  -0.443
34 C -3.96 -2.74 -3.04  -0.225
35 C -2.67 -3.44 -3.42  -0.046
36 C -2.07 -3.18 -4.65  -0.200
37 C -0.85 -3.75 -5.01  -0.261
38 C -0.25 -4.57 -4.09  0.217
39 C -0.84 -4.84 -2.86  0.293
40 C -2.05 -4.30 -2.50  -0.284
41 O -0.03 -5.68 -2.13  -0.494
42 C 1.09 -5.93 -2.95  0.237
43 O 0.95 -5.24 -4.17  -0.480
44 C -3.02 -0.50 -2.95  -0.231
45 C -3.08 0.80 -2.15  -0.231
46 H -0.80 3.03 1.44  0.242
47 H -1.12 2.49 3.87  0.266
48 H 2.23 1.11 2.79  0.229
49 H 5.45 4.01 3.86  0.227
50 H 5.59 6.27 4.87  0.218
51 H 3.53 7.43 5.57  0.218
52 H 1.32 6.33 5.25  0.239
53 H -1.47 0.25 4.14  0.222
54 H 0.25 0.24 4.55  0.230
55 H -0.56 -1.57 2.95  0.162
56 H 2.59 -1.72 1.55  0.200
57 H 1.00 -2.51 1.56  0.177
58 H 0.38 -2.92 -0.72  0.209
59 H 0.01 -2.11 -3.00  0.211
60 H -0.22 1.09 -3.97  0.196
61 H 1.49 0.89 -4.38  0.170
62 H 0.87 -1.28 -5.03  0.466
63 H 1.74 1.65 -1.96  0.219
64 H 2.13 0.83 0.32  0.214
65 H -4.42 -0.14 -0.11  0.193
66 H -3.01 -0.60 0.88  0.235
67 H -2.19 -2.05 -0.94  0.186
68 H -3.84 -2.53 -0.44  0.199
69 H -4.50 -2.46 -3.95  0.204
70 H -4.59 -3.42 -2.45  0.201
71 H -2.55 -2.52 -5.35  0.219
72 H -0.40 -3.55 -5.97  0.230
73 H -2.51 -4.53 -1.56  0.225
74 H 2.00 -5.59 -2.44  0.158
75 H 1.17 -7.01 -3.15  0.158
76 H -1.97 -0.79 -3.08  0.188
77 H -3.46 -0.33 -3.93  0.204
78 H -4.11 1.16 -2.10  0.194
79 H -2.45 1.57 -2.60  0.245

Output
**Energy above the lowest of the compared OMol25 structures with the same formula, charge and spin**: 0.000 eV
**Frontier orbital gap**: 8.476 eV
**Calculated total energy**: -56206.24941 eV
**SMILES**: O=C(C1=C[C@H](c2coc3ccccc3c2=O)C[C@H](OCc2ccc(CO)cc2)O1)N1CCN(Cc2ccc3c(c2)OCO3)CC1
**LUMO**: 0.30 eV

Record 5
Density functional theory data (ωB97M-V/def2-TZVPD) for C16H19N3O3 as an isolated structure at a distorted geometry.

Last column: natural (NBO) charge in e.
CARTESIAN COORDINATES (ANGSTROEM)
1 C -2.25 -2.76 -1.62  -0.163
2 C -2.03 -1.66 -0.60  0.658
3 C -1.25 -3.93 -1.36  -0.403
4 C -0.12 -3.83 -2.43  -0.459
5 C -0.80 -3.17 -3.50  -0.245
6 C -0.59 0.25 0.08  -0.185
7 C -1.85 0.98 0.94  0.830
8 C 0.32 1.20 -0.55  -0.391
9 C 0.52 2.21 0.50  -0.175
10 C -0.04 3.43 0.83  0.027
11 C 1.68 2.16 1.39  -0.034
12 C 1.77 3.34 2.18  0.121
13 C 2.43 1.09 1.95  -0.219
14 C 2.72 3.65 3.12  -0.233
15 C 3.51 1.48 2.74  -0.218
16 C 3.62 2.68 3.52  -0.225
17 H -2.71 -2.23 -3.62  0.379
18 H -3.32 -3.23 -1.49  0.235
19 H -1.77 -5.06 -1.15  0.228
20 H -0.88 -3.72 -0.20  0.242
21 H 0.73 -3.30 -1.95  0.213
22 H 0.17 -4.87 -2.53  0.234
23 H -0.05 -2.68 -4.20  0.204
24 H -1.14 -4.09 -4.14  0.183
25 H -0.77 -0.52 -1.84  0.421
26 H -0.14 -0.37 0.91  0.238
27 H 0.20 1.44 -1.96  0.225
28 H 1.43 0.46 -0.64  0.223
29 H -0.92 3.68 0.08  0.221
30 H 0.25 5.01 2.32  0.425
31 H 2.50 0.30 1.26  0.206
32 H 2.57 4.71 3.51  0.210
33 H 4.27 0.78 3.08  0.208
34 H 4.56 3.15 4.19  0.235
35 H -3.47 1.59 0.52  0.488
36 N -1.87 -2.19 -3.02  -0.640
37 N -1.05 -0.78 -0.83  -0.619
38 N 0.73 4.18 1.72  -0.553
39 O -2.43 -1.76 0.57  -0.651
40 O -1.76 1.23 2.10  -0.590
41 O -2.79 1.14 0.15  -0.649

Output
**Energy above the lowest of the compared OMol25 structures with the same formula, charge and spin**: 8.779 eV
**Frontier orbital gap**: 8.628 eV
**Calculated total energy**: -27506.70418 eV
**LUMO**: 0.61 eV

Record 6
Density functional theory data (ωB97M-V/def2-TZVPD) for a 4-piece molecular cluster, C3H10NO4 overall at a distorted geometry.

Last column: natural (NBO) charge in e.
CARTESIAN COORDINATES (ANGSTROEM)
1 O 0.20 -2.07 3.86  -0.593
2 C 0.18 -1.07 3.14  0.257
3 C -0.10 0.26 3.50  -0.442
4 N 0.37 0.73 -1.72  -0.649
5 C -0.49 -0.23 -1.08  0.055
6 O -1.09 -1.09 -1.84  -0.643
7 H 0.49 -1.19 2.09  0.094
8 H -0.35 0.46 4.53  0.179
9 H -0.06 1.01 2.72  0.207
10 H -0.20 1.18 -2.42  0.349
11 H 0.12 -0.77 -0.29  0.221
12 H -1.19 0.38 -0.44  0.249
13 H 0.37 3.14 0.59  0.431
14 H 0.64 1.52 -1.05  0.440
15 O 0.82 2.58 -0.04  -1.103
16 H -0.27 -1.63 -3.11  0.497
17 H 0.23 -1.29 -4.59  0.449
18 O 0.30 -1.93 -3.88  -0.998

Output
**Energy above the lowest of the compared OMol25 structures with the same formula, charge and spin**: 9.198 eV
**Frontier orbital gap**: 2.941 eV
**Calculated total energy**: -12947.11489 eV
**LUMO**: -1.07 eV
**Charge**: -1

Record 7
Density functional theory data (ωB97M-V/def2-TZVPD) for a 2-piece molecular cluster, C3H11NOS2 overall at a distorted geometry.

Last column: natural (NBO) charge in e.
CARTESIAN COORDINATES (ANGSTROEM)
1 C -0.99 -0.35 -2.02  -0.785
2 S -1.00 0.94 -0.70  0.040
3 S 0.93 1.43 -0.40  0.044
4 C 1.75 -0.19 0.22  -0.507
5 C 1.57 -0.26 1.82  -0.230
6 N 0.81 -1.47 2.08  -0.831
7 H -0.31 -0.11 -2.87  0.242
8 H -0.96 -1.36 -1.48  0.250
9 H -2.06 -0.29 -2.42  0.226
10 H 2.75 0.00 -0.19  0.225
11 H 1.12 -0.92 -0.30  0.220
12 H 0.99 0.61 2.01  0.204
13 H 2.61 -0.16 2.39  0.191
14 H 1.11 -2.25 1.45  0.351
15 H -0.19 -1.23 1.76  0.369
16 O -2.28 -1.79 0.33  -0.957
17 H -2.35 -0.81 0.19  0.476
18 H -2.95 -2.19 -0.28  0.473

Output
**Energy above the lowest of the compared OMol25 structures with the same formula, charge and spin**: 1.182 eV
**Frontier orbital gap**: 8.839 eV
**Calculated total energy**: -28496.41422 eV
**SMILES**: CSSCCN.O
**LUMO**: 0.46 eV